Entry 1:
{
  "formula": "C3H3NO3",
  "method": "ωB97M-V with the def2-TZVPD basis set",
  "lumo_ha": 0.016,
  "gap_ev": 10.21,
  "homo_energy_ev": -9.77,
  "total_charge": 0,
  "de_lowest_kcal_mol": 72.0,
  "species": ["N", "C", "O", "C", "O", "C", "O", "H", "H", "H"],
  "coordinates": [[-0.970583, 0.682699, -0.618814], [0.086056, 0.571619, 0.191701], [1.169011, 0.186660, -0.518879], [2.165292, -0.364984, 0.277402], [2.112265, -0.520636, 1.452922], [-1.976161, 0.048276, 0.200303], [-2.464036, -1.000505, -0.108819], [-0.939817, 0.431411, -1.611854], [2.981945, -0.674179, -0.383521], [-2.157107, 0.596316, 1.131871]],
  "forces_ev_per_angstrom": [[0.26, -0.33, 0.28], [0.02, 0.09, -0.24], [-0.12, 0.20, 0.12], [0.33, -0.13, 0.52], [0.15, 0.08, -0.67], [-0.54, -0.32, -0.07], [-0.14, 0.62, -0.08], [0.05, -0.21, 0.23], [0.04, 0.07, 0.03], [-0.03, -0.06, -0.12]]
}

***

Entry 2:
{
  "formula": "C3H3NO3",
  "method": "ωB97M-V with the def2-TZVPD basis set",
  "lumo_ha": -0.027,
  "gap_ev": 9.64,
  "homo_energy_ev": -10.38,
  "total_charge": 0,
  "de_lowest_kcal_mol": 63.9,
  "species": ["N", "C", "O", "C", "O", "C", "O", "H", "H", "H"],
  "coordinates": [[-0.037638, 0.816396, -0.390483], [-0.539570, -0.288892, 0.052238], [0.374732, -1.077392, 0.472619], [1.571391, 0.064882, -0.029200], [2.262830, 0.548230, 0.797226], [-2.006930, -0.661720, 0.062617], [-2.390508, -1.742070, 0.418041], [-0.556916, 1.584856, -0.796774], [1.820682, -0.342692, -1.012897], [-2.693605, 0.136173, -0.283787]],
  "forces_ev_per_angstrom": [[-0.22, 0.03, 0.05], [0.16, 0.04, -0.05], [-0.10, 0.12, -0.01], [0.69, 0.17, 0.32], [-0.50, -0.31, -0.47], [-0.23, -0.45, 0.14], [0.18, 0.56, -0.19], [0.00, -0.12, 0.05], [-0.05, 0.03, 0.12], [0.07, -0.09, 0.04]]
}

***

Entry 3:
{
  "formula": "C3H3NO3",
  "method": "ωB97M-V with the def2-TZVPD basis set",
  "lumo_ha": -0.022,
  "gap_ev": 10.06,
  "homo_energy_ev": -10.66,
  "total_charge": 0,
  "de_lowest_kcal_mol": 47.0,
  "species": ["H", "N", "C", "C", "O", "O", "C", "O", "H", "H"],
  "coordinates": [[1.688961, -0.245269, -1.097158], [0.991577, -0.424985, -0.392583], [-0.014486, 0.345445, -0.349875], [-0.246226, 1.533840, -1.259640], [-1.234282, 2.216691, -1.279181], [-0.932516, 0.061529, 0.586360], [-0.480224, -1.175578, 1.163619], [0.057052, -1.234827, 2.215838], [0.617865, 1.710963, -1.931321], [-0.762856, -2.013054, 0.515585]],
  "forces_ev_per_angstrom": [[0.03, 0.35, -0.33], [0.05, 0.20, -0.33], [0.38, -0.29, -0.02], [-0.39, 0.32, -0.03], [0.53, -0.52, 0.14], [0.25, -0.03, 0.10], [-0.07, -0.24, 0.77], [-0.66, 0.17, -0.47], [-0.10, 0.00, 0.04], [-0.02, 0.04, 0.11]]
}